DFT (the ωB97M-V functional and the def2-TZVPD basis) results for 4 unconnected molecules or ions with the total composition C12H29O3 in a non-equilibrium geometry.

The spin multiplicity is 1. The net charge is -1. Its LUMO energy is 0.090 hartree. The gap between HOMO and LUMO is 3.78 eV. The calculation puts the total energy at -700.13624 a.u.

Atoms and positions in Å:
C: -1.0509 -0.1864 4.0731
C: -1.7918 -1.1139 3.4255
C: -2.5452 -0.6619 2.2529
C: -2.4280 -1.6146 1.0233
C: -1.1113 -2.3717 0.9161
C: 0.1310 -1.4725 0.8725
C: 0.5181 -1.0102 -0.5365
C: -0.0041 0.4267 -0.7801
C: -0.3385 0.6969 -2.2675
H: -1.0892 -0.0088 5.1516
H: -0.4057 0.4685 3.5089
H: -1.8070 -2.1576 3.7863
H: -3.5819 -0.6693 2.5886
H: -2.6377 -1.0546 0.1082
H: -3.2372 -2.3687 1.0888
H: -1.1565 -2.9719 0.0002
H: -1.0236 -3.0974 1.7190
H: 0.9441 -1.9816 1.3875
H: -0.0880 -0.5915 1.4646
H: 1.6056 -0.9304 -0.5665
H: 0.1997 -1.6909 -1.3228
H: -0.8954 0.5436 -0.1676
H: 0.7398 1.1228 -0.4093
H: 0.4258 1.3137 -2.7310
H: -0.4315 -0.2633 -2.7667
H: -1.3203 1.1567 -2.3229
C: 0.9783 -0.1006 -5.8884
O: 0.7887 -1.3268 -5.1915
H: 1.4347 0.6091 -5.2037
H: 1.6406 -0.2530 -6.7462
H: 0.0173 0.2955 -6.2269
H: 0.3826 -1.9517 -5.8007
C: 4.0837 -0.0198 -2.3775
O: 3.8422 0.6320 -1.1370
H: 3.1237 -0.1748 -2.8644
H: 4.7180 0.5964 -3.0229
H: 4.5611 -0.9907 -2.2186
H: 4.6907 0.7669 -0.7029
C: -1.1089 3.8698 4.3693
O: -1.9383 3.9276 5.5285
H: -0.8642 4.8897 4.0768
H: -0.1875 3.3264 4.5908
H: -1.6374 3.3751 3.5523
H: -2.1461 3.0169 5.7667

Atomic forces in eV per Å
0.00 0.40 1.03
-0.29 0.06 -0.51
1.38 -1.09 -1.22
-0.95 -0.04 0.98
-0.09 0.15 -0.52
-0.23 -0.42 -0.10
0.54 0.99 0.75
-0.38 -0.76 -0.56
-0.09 -0.27 0.99
0.96 -0.86 0.26
-0.83 0.99 -0.23
-0.49 -0.06 0.46
-0.20 0.80 0.06
0.13 0.01 -0.21
0.04 -0.20 -0.27
0.19 -0.13 -0.09
-0.03 0.03 0.34
0.27 -0.11 -0.15
0.03 0.16 0.21
0.19 -0.29 -0.30
-0.16 -0.17 -0.01
-0.13 0.18 0.01
0.07 0.23 0.09
-0.05 0.06 -0.33
0.17 0.01 -0.38
-0.01 0.42 -0.26
-0.15 -0.38 -0.06
0.08 0.02 -0.03
-0.02 -0.03 0.06
0.00 0.18 -0.04
0.08 0.16 -0.04
0.02 0.04 0.12
0.11 0.10 0.22
0.06 0.04 -0.07
-0.04 -0.01 0.05
-0.02 -0.07 -0.09
-0.03 -0.04 -0.12
-0.13 -0.02 0.01
-0.19 -0.22 0.08
0.04 0.04 0.11
-0.04 0.04 0.09
0.05 0.01 -0.16
0.17 -0.04 -0.08
-0.03 0.08 -0.10

Löwdin atomic charge list, values in e, 6 entries:
1 C -0.104
2 C -0.363
3 C -0.278
4 C -0.302
5 C -0.244
6 C -0.215